No. 1
29
Properties=species:S:1:pos:R:3:mulliken_charge:R:1 method="wB97M-V/def2-TZVPD" homo_lumo_gap_ev=5.3769 fmax_ev_per_a=7.596 energy_ha=-2070.2671 e_lumo_ev=-13.81 charge=+3 e_above_lowest_kj_mol=8.1 e_homo_ev=-19.2
Lu -0.134 0.217 -2.232 1.67
O -2.366 -3.102 -2.748 0.01
C -1.666 -2.226 -2.510 0.14
C -1.620 1.798 -3.064 0.32
O -2.331 2.615 -3.470 -0.03
C 1.351 0.197 -4.045 0.31
O 2.035 0.218 -4.972 -0.02
C -1.346 -0.377 -4.233 0.08
O -1.956 -0.617 -5.182 0.00
C -1.675 1.580 1.674 -0.74
N -0.482 0.793 1.993 0.03
C -0.018 0.822 3.379 -1.00
C 0.101 0.176 0.966 0.82
O -0.427 0.430 -0.204 -0.76
N 1.156 -0.651 0.997 0.15
C 1.878 -1.056 2.195 -1.03
C 1.625 -1.165 -0.282 -1.03
H -2.026 2.007 2.627 0.32
H -2.450 0.937 1.225 0.29
H -1.442 2.378 0.947 0.26
H -0.245 -0.122 3.899 0.38
H 1.059 1.028 3.439 0.40
H -0.578 1.635 3.855 0.31
H 2.388 -1.995 1.963 0.35
H 2.646 -0.322 2.505 0.39
H 1.217 -1.259 3.053 0.36
H 0.839 -1.763 -0.773 0.38
H 2.008 -0.343 -0.915 0.23
H 2.459 -1.832 -0.086 0.40

No. 2
17
Properties=species:S:1:pos:R:3:mulliken_charge:R:1 method="wB97M-V/def2-TZVPD" homo_lumo_gap_ev=8.5667 fmax_ev_per_a=3.576 energy_ha=-343.0614 e_lumo_ev=0.68 e_above_lowest_kj_mol=367.6 smiles="CC(N)=C=O.CN" e_homo_ev=-7.9
C -2.689 0.390 0.099 -1.15
C -1.196 0.160 0.046 -0.09
N -0.454 1.392 0.117 -0.46
C -0.724 -0.898 -0.671 0.80
O -0.953 -2.001 -1.063 -0.52
H -3.036 0.980 -0.754 0.27
H -2.941 0.968 0.988 0.31
H -3.238 -0.550 0.114 0.33
H -0.415 1.901 -0.758 0.21
H 0.464 1.255 0.525 0.16
C 2.650 -0.173 0.224 -0.86
N 1.366 -0.834 -0.023 -0.51
H 3.399 -0.842 0.659 0.31
H 2.494 0.650 0.919 0.30
H 3.052 0.224 -0.710 0.29
H 1.606 -1.694 -0.515 0.21
H 0.615 -0.928 0.802 0.38

No. 3
17
Properties=species:S:1:pos:R:3:mulliken_charge:R:1 method="wB97M-V/def2-TZVPD" homo_lumo_gap_ev=10.5261 fmax_ev_per_a=1.042 energy_ha=-346.9413 e_lumo_ev=0.93 e_above_lowest_kj_mol=221.0 smiles=OC[C@H]1CCCO1 e_homo_ev=-9.6
O 1.277 0.103 1.369 -0.56
C 1.593 -0.587 0.181 -0.74
C 0.394 -0.739 -0.776 0.23
C -0.837 -0.940 0.096 -0.94
C -1.165 0.622 0.489 -0.72
C -0.427 1.378 -0.646 -0.29
O 0.080 0.405 -1.545 -0.47
H 0.309 0.061 1.452 0.38
H 1.928 -1.609 0.422 0.34
H 2.403 -0.054 -0.330 0.38
H 0.653 -1.535 -1.484 0.42
H -0.647 -1.740 0.835 0.33
H -1.718 -1.226 -0.474 0.35
H -0.921 1.152 1.435 0.33
H -2.244 0.703 0.437 0.38
H 0.416 1.967 -0.258 0.24
H -1.095 2.039 -1.203 0.33

No. 4
17
Properties=species:S:1:pos:R:3:mulliken_charge:R:1 method="wB97M-V/def2-TZVPD" homo_lumo_gap_ev=10.0900 fmax_ev_per_a=2.601 energy_ha=-628.3133 e_lumo_ev=-3.29 charge=+1 e_above_lowest_kj_mol=167.8 smiles=C[NH2+]C[C@@H](N)S e_homo_ev=-13.4
C 2.122 0.236 -1.109 -0.97
N 1.161 -0.007 -0.081 0.08
C -0.194 0.368 -0.477 -1.01
C -1.079 0.021 0.759 -0.04
N -2.445 0.549 0.604 -0.51
S -0.899 -1.985 0.869 -0.34
H 2.125 1.266 -1.449 0.40
H 3.082 0.106 -0.709 0.36
H 1.850 -0.312 -1.951 0.39
H 0.932 -0.996 0.055 0.29
H 1.527 0.562 0.626 0.31
H -0.505 -0.157 -1.426 0.43
H -0.267 1.446 -0.727 0.45
H -0.568 0.488 1.604 0.44
H -2.916 0.264 -0.249 0.26
H -3.020 0.307 1.398 0.27
H -0.906 -2.156 2.263 0.21

No. 5
29
Properties=species:S:1:pos:R:3:mulliken_charge:R:1 method="wB97M-V/def2-TZVPD" homo_lumo_gap_ev=7.7732 fmax_ev_per_a=2.800 energy_ha=-2762.7491 e_lumo_ev=-0.74 e_above_lowest_kj_mol=0.0 e_homo_ev=-8.5
S 1.034 -2.948 -3.358 -0.22
C 0.931 -2.536 -1.750 0.15
S 1.142 -3.775 -0.541 -0.05
S 0.035 -2.776 0.932 -0.02
C 0.107 -1.222 0.060 0.37
N -0.206 -0.122 0.672 -0.36
C -0.351 -0.052 2.057 -0.44
C 0.638 -0.477 2.954 0.17
C 0.422 -0.416 4.310 -0.45
C -0.733 0.145 4.856 0.18
Cl -0.898 0.379 6.610 -0.22
C -1.707 0.661 3.980 -0.47
C -1.505 0.578 2.612 -0.48
N 0.473 -1.269 -1.311 0.19
C 0.400 -0.116 -2.146 -0.09
C -0.795 0.670 -2.255 -0.04
C -0.927 1.753 -3.133 -0.78
C 0.140 2.064 -4.021 0.35
Cl 0.029 3.307 -5.223 -0.20
C 1.351 1.329 -3.913 -0.65
C 1.479 0.271 -3.000 -0.14
H 1.582 -0.842 2.568 0.48
H 1.143 -0.776 5.013 0.41
H -2.635 1.084 4.416 0.33
H -2.250 0.999 1.947 0.41
H -1.640 0.472 -1.602 0.32
H -1.840 2.299 -3.155 0.43
H 2.151 1.584 -4.594 0.39
H 2.430 -0.269 -2.986 0.41

No. 6
81
Properties=species:S:1:pos:R:3:lowdin_spin:R:1 method="wB97M-V/def2-TZVPD" homo_lumo_gap_ev="6.7836 / 5.7567" fmax_ev_per_a=7.289 multiplicity=2 energy_ha=-3383.0670 e_lumo_ev="4.02 / 3.46" charge=-2 e_above_lowest_kj_mol=2.3 e_homo_ev="-2.8 / -2.3"
N 3.445 -4.011 0.339 0.00
S 4.616 -4.265 -0.493 0.00
O 5.824 -4.461 0.257 0.00
O 4.652 -3.511 -1.726 0.00
F 4.146 -5.777 -0.942 0.00
S 3.990 -2.540 1.039 0.00
O 4.486 -1.513 0.144 0.00
O 4.705 -2.698 2.323 0.00
F 2.516 -2.101 1.521 0.00
O -0.438 -0.830 1.739 0.12
C 0.113 -0.145 0.679 0.04
C -0.219 -0.455 -0.842 0.08
O -0.968 -1.632 -1.107 0.69
H 1.185 -0.182 0.870 0.02
H -0.109 0.914 0.808 0.00
H 0.603 -0.460 -1.558 0.00
H -0.989 0.268 -1.110 0.05
C -3.126 1.734 3.089 0.00
O -3.645 1.477 1.972 0.00
N -3.490 2.676 3.910 0.00
N -1.934 1.272 3.521 0.00
H -2.876 2.923 4.673 0.00
H -4.133 3.323 3.476 0.00
H -1.469 0.690 2.838 0.00
H -1.315 1.822 4.098 0.00
C -3.882 -2.368 -3.842 0.00
O -3.386 -1.975 -4.846 0.00
N -5.165 -2.542 -3.775 0.00
N -3.175 -2.918 -2.801 0.00
H -5.412 -2.864 -2.850 0.00
H -5.836 -2.779 -4.492 0.00
H -3.717 -3.222 -2.005 0.00
H -2.251 -2.590 -2.560 0.00
C 0.176 3.870 0.131 0.00
O -0.093 4.877 -0.505 0.00
N 1.388 3.275 0.261 0.00
N -0.776 3.272 0.811 0.00
H 1.345 2.332 0.620 0.00
H 2.001 3.451 -0.522 0.00
H -0.589 2.295 0.990 0.00
H -1.698 3.664 0.686 0.00
C 1.287 2.697 3.756 0.00
O 0.449 2.632 4.579 0.00
N 1.877 3.814 3.664 0.00
N 1.725 1.791 2.984 0.00
H 2.698 3.773 3.077 0.00
H 1.523 4.599 4.191 0.00
H 1.328 0.919 3.306 0.00
H 2.676 1.859 2.652 0.00
C 0.667 -1.413 5.213 0.00
O 0.981 -2.093 6.201 0.00
N -0.225 -0.497 5.155 0.00
N 1.496 -1.363 4.162 0.00
H -0.114 0.157 4.393 0.00
H -0.926 -0.352 5.868 0.00
H 1.176 -0.969 3.289 0.00
H 2.265 -1.986 4.363 0.00
C 2.835 1.845 -2.453 0.00
O 3.157 2.911 -1.995 0.00
N 2.030 1.777 -3.461 0.00
N 3.051 0.692 -1.888 0.00
H 2.139 0.888 -3.929 0.00
H 1.781 2.630 -3.941 0.00
H 3.410 0.586 -0.950 0.00
H 2.929 -0.169 -2.403 0.00
C -4.547 0.912 -1.873 0.00
O -4.990 0.087 -1.057 0.00
N -5.046 2.100 -2.080 0.00
N -3.414 0.777 -2.423 0.00
H -4.782 2.492 -2.972 0.00
H -5.784 2.420 -1.468 0.00
H -2.998 -0.134 -2.290 0.00
H -2.971 1.573 -2.859 0.00
C 1.465 -2.439 -4.050 0.00
O 2.003 -1.410 -3.578 0.00
N 1.977 -3.241 -4.921 0.00
N 0.287 -2.894 -3.717 0.00
H 2.966 -3.306 -5.116 0.00
H 1.264 -3.869 -5.262 0.00
H -0.047 -3.814 -3.968 0.00
H -0.104 -2.279 -3.018 0.00